A structure of composition C26H28FN5O4PtSeSi at a distorted geometry, computed with wB97M-V/def2-TZVPD.

Positions of all 67 atoms, in Å:
Pt  1.1017  -0.5627  0.4066
C  1.5272  2.8418  1.1620
C  1.4650  1.9101  2.3291
C  1.5146  2.4601  3.6015
C  1.5224  1.6429  4.7205
C  1.4795  0.2823  4.5308
C  1.3902  -0.2365  3.2442
N  1.3717  0.5794  2.1377
C  1.3123  -1.6630  2.9976
C  1.2336  -2.6585  3.9434
C  1.0854  -3.9897  3.5301
C  0.9747  -4.2869  2.1822
C  1.0544  -3.2654  1.2451
N  1.2842  -1.9855  1.6767
C  0.9054  -3.3727  -0.1731
C  0.7310  -4.5981  -0.8248
C  0.6109  -4.6362  -2.1877
C  0.7017  -3.4386  -2.8987
C  0.8898  -2.2445  -2.2293
C  1.0160  -0.9883  -3.0338
N  0.9599  -2.1847  -0.8820
H  2.0543  3.7526  1.4370
H  0.5188  3.1255  0.8558
H  2.0222  2.3856  0.3141
H  1.5584  3.5347  3.7037
H  1.5775  2.0640  5.7152
H  1.5076  -0.3944  5.3713
H  1.2529  -2.4231  4.9969
H  1.0152  -4.7782  4.2658
H  0.7992  -5.3064  1.8714
H  0.6944  -5.5068  -0.2424
H  0.4654  -5.5735  -2.7077
H  0.6364  -3.4308  -3.9768
H  1.3256  -1.2250  -4.0498
H  1.7348  -0.3121  -2.5825
H  0.0449  -0.4897  -3.0668
F  2.6186  1.9751  -5.7385
C  2.2859  2.6493  -4.6306
C  1.1649  2.3403  -3.9683
N  0.7715  2.9983  -2.8320
C  -0.4457  2.5974  -2.1528
C  -0.3086  1.2831  -1.3631
O  -1.3279  0.6114  -1.2243
O  0.8811  1.0217  -0.9704
C  1.5278  4.0346  -2.3083
O  1.2120  4.6566  -1.3154
N  2.6820  4.3060  -3.0130
C  3.1741  3.7062  -4.1765
O  4.2077  4.0674  -4.6846
H  0.5211  1.5466  -4.3219
H  -1.2628  2.4903  -2.8637
H  -0.6952  3.3811  -1.4401
H  3.2507  5.0477  -2.6318
C  -4.8840  -0.7718  2.5138
Si  -3.9529  -0.3403  0.9235
C  -4.2102  1.4801  0.5113
C  -4.5906  -1.3963  -0.5043
Se  -1.7867  -0.8520  1.4193
H  -5.9597  -0.6304  2.3839
H  -4.5535  -0.1381  3.3383
H  -4.7104  -1.8112  2.7986
H  -5.2755  1.6999  0.4039
H  -3.7073  1.7259  -0.4246
H  -3.8043  2.1266  1.2912
H  -5.6742  -1.2971  -0.6092
H  -4.3590  -2.4512  -0.3507
H  -4.1281  -1.0852  -1.4431

Energy above the lowest of the compared OMol25 structures with the same formula, charge and spin = 14.39 kcal/mol
Kohn-Sham gap (spin up / spin down) = 4.78 / 6.69 eV
LUMO level (spin up / spin down) = -0.64 / -1.43 eV
Maximum force = 1.29 eV Å⁻¹
M = 795.66 g/mol
Spin multiplicity = 3

Just the Mulliken charges please, in e? Sure, here they are:
1. Pt 0.13
2. C -1.24
3. C 1.01
4. C -0.75
5. C -0.66
6. C -0.80
7. C 1.11
8. N 0.07
9. C 0.10
10. C -0.61
11. C -1.05
12. C -0.66
13. C 0.04
14. N 0.14
15. C 1.13
16. C -1.01
17. C -0.59
18. C -0.79
19. C 1.18
20. C -1.29
21. N 0.03
22. H 0.55
23. H 0.16
24. H 0.13
25. H 0.43
26. H 0.45
27. H 0.32
28. H 0.36
29. H 0.42
30. H 0.36
31. H 0.29
32. H 0.44
33. H 0.40
34. H 0.48
35. H 0.29
36. H 0.03
37. F -0.32
38. C 0.40
39. C -0.15
40. N 0.27
41. C -1.44
42. C 0.99
43. O -0.74
44. O -0.62
45. C 0.51
46. O -0.62
47. N -0.09
48. C 0.24
49. O -0.62
50. H 0.45
51. H 0.38
52. H 0.44
53. H 0.22
54. C -1.10
55. Si 0.51
56. C -0.93
57. C -1.04
58. Se -0.06
59. H 0.35
60. H 0.28
61. H 0.30
62. H 0.37
63. H 0.19
64. H 0.29
65. H 0.36
66. H 0.30
67. H 0.28